{
  "formula": "C2H13N2O2",
  "method": "the ωB97M-V functional and the def2-TZVPD basis",
  "species": ["C", "N", "C", "N", "H", "H", "H", "H", "H", "H", "H", "H", "H", "H", "H", "O", "H", "H", "O"],
  "positions_angstrom": [[-0.431, 2.122, -0.120], [1.045, 2.336, -0.336], [-0.958, 0.667, -0.448], [0.179, -0.346, -0.229], [-0.647, 2.241, 0.925], [-1.162, 2.877, -0.330], [1.501, 2.794, 0.407], [1.309, 2.699, -1.279], [-1.785, 0.391, 0.250], [-1.262, 0.454, -1.474], [-0.138, -1.305, -0.508], [0.431, -0.220, 0.736], [0.960, 0.009, -0.789], [-0.583, -1.637, 3.517], [0.038, -2.289, 2.285], [-0.472, -1.499, 2.558], [0.293, -2.276, -2.549], [1.034, -3.174, -1.530], [0.444, -2.404, -1.595]],
  "mulliken_charge": [-0.616, -0.515, -0.608, -0.325, 0.384, 0.419, 0.215, 0.218, 0.336, 0.382, 0.401, 0.321, 0.399, 0.317, 0.322, -0.637, 0.308, 0.308, -0.626],
  "orbital_gap_ev": 10.6,
  "energy_ev": -9353.5655,
  "e_homo_ev": -13.65,
  "e_lumo_ev": -3.02,
  "total_charge": 1,
  "fmax_ev_per_a": 3.44,
  "de_lowest_kcal_mol": 24.64
}

***

{
  "formula": "C9H11FNO2",
  "method": "the ωB97M-V functional and the def2-TZVPD basis",
  "species": ["C", "C", "F", "C", "C", "N", "C", "C", "C", "C", "C", "O", "O", "H", "H", "H", "H", "H", "H", "H", "H", "H", "H", "H"],
  "positions_angstrom": [[-0.753, 2.373, 1.611], [-0.330, 0.820, 2.056], [0.944, 0.944, 2.857], [-0.047, 0.017, 0.621], [1.495, -0.573, 0.400], [1.787, -1.305, -0.894], [3.198, -1.879, -1.052], [0.782, -1.506, -2.032], [-0.774, -0.958, -1.915], [-1.248, -0.178, -0.521], [-2.770, 0.371, -0.258], [-3.560, -0.377, 0.556], [-3.358, 1.618, -0.771], [-0.430, 2.524, 0.472], [-1.935, 2.451, 1.618], [-0.274, 3.183, 2.317], [-1.190, 0.293, 2.693], [2.349, -0.436, 1.216], [3.533, -2.178, 0.054], [3.057, -2.871, -1.699], [3.965, -1.129, -1.523], [1.070, -2.057, -3.031], [-1.583, -1.104, -2.780], [-3.929, 1.958, 0.005]],
  "mulliken_charge": [-0.866, 0.305, -0.343, -0.194, -0.206, 0.171, -0.866, -0.082, -0.596, 0.650, 0.203, -0.462, -0.418, 0.322, 0.178, 0.334, 0.334, 0.424, 0.343, 0.355, 0.282, 0.369, 0.351, 0.413],
  "smiles": "C[C@H](F)c1c[n+](C)ccc1C(=O)O",
  "orbital_gap_ev": 8.1,
  "energy_ev": -17796.7003,
  "e_homo_ev": -13.71,
  "e_lumo_ev": -5.61,
  "total_charge": 1,
  "fmax_ev_per_a": 8.98,
  "de_lowest_kcal_mol": 165.53
}

***

{
  "formula": "C32H49AlCl2F6LiN6O9PS",
  "method": "the ωB97M-V functional and the def2-TZVPD basis",
  "species": ["N", "C", "P", "C", "C", "C", "C", "F", "F", "C", "F", "F", "F", "O", "C", "O", "C", "C", "C", "C", "O", "O", "C", "C", "C", "C", "O", "N", "C", "C", "C", "C", "C", "C", "N", "C", "S", "O", "H", "H", "H", "H", "H", "H", "H", "H", "H", "H", "H", "H", "H", "H", "H", "H", "H", "H", "H", "H", "H", "H", "H", "H", "H", "H", "H", "H", "H", "H", "C", "C", "O", "C", "H", "H", "H", "H", "H", "H", "Al", "C", "C", "C", "C", "N", "H", "H", "H", "H", "H", "H", "H", "C", "C", "N", "H", "H", "H", "C", "N", "O", "O", "H", "H", "H", "F", "Cl", "Li", "Cl"],
  "positions_angstrom": [[3.644, 1.324, 3.628], [3.935, 0.015, 2.972], [2.819, -0.336, 1.414], [4.404, -0.672, 0.437], [4.281, -0.920, -1.122], [4.361, -2.457, -1.567], [3.019, -3.248, -1.426], [2.560, -3.360, -0.112], [3.319, -4.581, -1.792], [1.854, -2.803, -2.436], [0.687, -2.627, -1.718], [1.580, -3.845, -3.316], [2.175, -1.727, -3.239], [1.651, -0.605, 0.139], [0.384, -0.108, 0.556], [0.329, 1.332, 0.816], [-0.845, -0.322, -0.409], [-0.622, 0.353, -1.832], [-1.955, 1.017, -2.417], [-1.961, 2.594, -2.219], [-2.263, 3.372, -3.117], [-1.612, 3.170, -0.976], [0.265, -0.669, 2.065], [-1.043, -0.353, 2.869], [-2.247, -1.297, 2.430], [-3.657, -0.624, 2.663], [-3.701, 0.313, 3.465], [-4.866, -1.120, 1.989], [-5.168, -0.270, 0.840], [-5.232, 1.232, 1.030], [-5.490, 2.137, -0.132], [-5.699, 1.614, -1.518], [-5.688, 0.132, -1.725], [-5.422, -0.773, -0.542], [0.356, -2.164, 1.848], [0.633, -2.775, 2.920], [1.336, -3.370, 4.267], [1.528, -0.298, 2.631], [3.558, 2.093, 2.958], [2.844, 1.277, 4.256], [5.044, -0.147, 2.770], [3.643, -0.787, 3.721], [2.817, 1.105, 1.170], [2.922, -1.728, 1.820], [5.099, 0.230, 0.565], [4.966, -1.547, 0.887], [5.239, -0.489, -1.568], [3.459, -0.359, -1.646], [4.681, -2.540, -2.653], [5.153, -2.982, -0.953], [0.977, 1.718, 0.189], [-1.718, 0.227, 0.058], [-1.164, -1.400, -0.504], [-0.169, -0.427, -2.526], [0.153, 1.212, -1.728], [-1.935, 0.871, -3.536], [-2.892, 0.572, -1.960], [-2.417, 3.578, -0.593], [-0.825, -0.604, 3.954], [-1.300, 0.742, 2.855], [-2.218, -2.182, 3.145], [-2.114, -1.719, 1.398], [-4.589, -2.025, 1.574], [-5.065, 1.719, 2.028], [-5.524, 3.247, 0.066], [-5.863, 2.337, -2.351], [-5.854, -0.268, -2.763], [-5.427, -1.873, -0.766], [1.977, -6.412, 8.338], [2.808, -5.297, 7.760], [2.679, -4.948, 6.605], [3.805, -4.632, 8.672], [1.304, -6.797, 7.570], [2.625, -7.223, 8.674], [1.380, -6.038, 9.171], [4.534, -5.365, 9.023], [3.288, -4.179, 9.521], [4.331, -3.849, 8.124], [1.009, 1.288, -3.099], [-5.085, 6.720, -2.216], [-6.513, 7.229, -2.059], [-7.321, 6.430, -1.032], [-7.412, 5.002, -1.453], [-7.484, 3.887, -1.783], [-5.062, 5.692, -2.586], [-4.543, 7.336, -2.934], [-4.549, 6.755, -1.262], [-7.012, 7.191, -3.031], [-6.486, 8.277, -1.753], [-8.330, 6.839, -0.945], [-6.849, 6.482, -0.048], [-2.895, 8.539, -6.269], [-3.838, 8.832, -5.191], [-4.579, 9.063, -4.343], [-1.921, 8.243, -5.878], [-3.254, 7.727, -6.903], [-2.739, 9.409, -6.910], [5.972, -5.536, -4.428], [6.879, -4.389, -4.245], [7.270, -4.158, -3.114], [7.182, -3.749, -5.250], [5.798, -6.002, -3.463], [5.040, -5.151, -4.848], [6.456, -6.230, -5.109], [8.014, -6.499, -3.744], [9.358, -4.157, -5.438], [5.835, 1.629, 3.410], [8.340, -8.529, -4.675]],
  "mulliken_charge": [-0.673, -0.973, 1.284, -1.021, -0.285, -0.908, 0.759, -0.276, -0.326, 0.740, -0.277, -0.304, -0.256, 0.879, -0.364, -0.574, -0.682, -0.682, 0.031, 0.443, -0.566, -0.375, 0.339, -1.324, -0.199, 0.088, -0.513, -0.340, 0.288, -0.480, -0.259, -0.125, -0.761, -0.430, -0.329, 0.272, -0.135, -0.355, 0.295, 0.229, 0.476, 0.175, -0.664, -0.345, 0.248, 0.376, 0.389, -0.193, 0.237, 0.454, 0.498, 0.366, 0.464, 0.533, 0.570, 0.393, -0.135, 0.319, 0.507, 0.327, 0.446, 0.350, 0.387, 0.363, 0.314, 0.445, 0.342, 0.274, -1.087, 0.815, -0.533, -1.089, 0.280, 0.330, 0.332, 0.333, 0.333, 0.271, 0.305, -0.852, -0.337, -0.518, 0.284, -0.490, 0.238, 0.152, 0.278, 0.284, 0.340, 0.325, 0.299, -0.867, 0.447, -0.422, 0.269, 0.268, 0.312, -0.637, 0.929, -0.466, -0.606, 0.234, 0.307, 0.236, -0.410, -0.434, 0.925, -0.148],
  "orbital_gap_ev": 2.5,
  "energy_ev": -129604.4104,
  "e_homo_ev": -5.24,
  "e_lumo_ev": -2.75,
  "fmax_ev_per_a": 4.69
}

***

{
  "formula": "C20H20N6O",
  "method": "the ωB97M-V functional and the def2-TZVPD basis",
  "species": ["O", "N", "N", "N", "C", "C", "C", "C", "C", "C", "C", "C", "C", "C", "C", "C", "C", "C", "C", "C", "N", "N", "N", "C", "C", "C", "C", "H", "H", "H", "H", "H", "H", "H", "H", "H", "H", "H", "H", "H", "H", "H", "H", "H", "H", "H", "H"],
  "positions_angstrom": [[-0.551, 2.619, -1.032], [-0.517, -1.098, -7.470], [-1.629, -0.457, -7.935], [0.289, -2.050, 1.935], [-0.020, 1.981, -2.016], [0.086, -0.142, -6.807], [-1.572, 0.812, -7.671], [-0.211, -0.884, 1.565], [-1.243, 3.971, -4.905], [-0.837, 3.614, -3.593], [-0.939, 3.173, -5.986], [-0.220, 1.445, -4.391], [0.958, -2.944, 4.166], [-0.292, -0.682, 5.257], [0.406, -2.048, 3.282], [-0.314, 2.378, -3.391], [-0.175, -0.859, 3.803], [-0.520, 1.859, -5.722], [1.000, -2.698, 5.603], [0.360, -1.570, 6.084], [-0.613, -0.142, 2.698], [-0.481, 1.055, -6.820], [0.692, 0.876, -1.610], [1.792, -3.503, 6.489], [0.241, -1.372, 7.593], [-0.347, -0.434, 0.207], [0.890, 0.408, -0.199], [0.937, -0.383, -6.111], [-2.448, 1.506, -7.984], [-1.669, 4.908, -5.281], [-0.930, 4.283, -2.755], [-1.235, 3.598, -6.950], [0.012, 0.478, -4.086], [1.421, -3.825, 3.829], [-0.769, 0.144, 5.691], [-0.379, 0.811, 2.807], [1.240, 0.333, -2.329], [1.988, -4.443, 5.922], [1.405, -3.698, 7.483], [2.756, -3.066, 6.638], [1.226, -1.294, 8.069], [-0.353, -0.416, 7.738], [-0.276, -2.248, 8.050], [-0.612, -1.391, -0.288], [-1.297, 0.215, 0.054], [0.849, 1.253, 0.480], [1.900, -0.071, -0.108]],
  "mulliken_charge": [-0.713, -0.435, -0.371, -0.776, 0.500, -0.138, -0.023, 0.262, -0.552, -0.656, -0.453, -0.732, -0.831, -1.290, 0.303, 0.375, 0.347, 0.395, 0.920, 1.241, -0.250, -0.044, -0.150, -1.546, -1.518, -0.468, -0.770, 0.432, 0.329, 0.333, 0.486, 0.439, 0.776, 0.416, 0.349, 0.291, 0.286, 0.353, 0.374, 0.333, 0.323, 0.320, 0.344, 0.215, 0.275, 0.349, 0.350],
  "smiles": "Cc1cc2nc(CCNC(=O)c3cccc(-n4cnnc4)c3)[nH]c2cc1C",
  "orbital_gap_ev": 8.1,
  "energy_ev": -32050.6335,
  "e_homo_ev": -8.13,
  "e_lumo_ev": -0.03,
  "fmax_ev_per_a": 6.52,
  "de_lowest_kcal_mol": 71.74
}

***

{
  "formula": "C26H26FN3O5",
  "method": "the ωB97M-V functional and the def2-TZVPD basis",
  "species": ["O", "C", "N", "H", "C", "C", "O", "N", "C", "C", "C", "C", "C", "C", "H", "H", "F", "H", "H", "C", "C", "C", "C", "C", "C", "C", "H", "H", "H", "H", "H", "C", "O", "N", "H", "C", "H", "H", "C", "H", "C", "H", "H", "C", "H", "C", "H", "O", "H", "H", "H", "H", "H", "C", "C", "C", "C", "O", "H", "H", "H"],
  "positions_angstrom": [[0.072, -3.248, -1.839], [-0.814, -3.195, -1.006], [-1.485, -2.057, -0.699], [-2.061, -2.050, 0.131], [-1.033, -0.777, -1.173], [-0.702, 0.124, 0.010], [-0.755, -0.306, 1.153], [-0.434, 1.411, -0.290], [-0.197, 1.846, -1.622], [-1.068, 2.755, -2.211], [-0.829, 3.211, -3.495], [0.288, 2.749, -4.167], [1.173, 1.854, -3.592], [0.928, 1.403, -2.308], [1.606, 0.717, -1.824], [2.040, 1.527, -4.143], [0.522, 3.190, -5.417], [-1.492, 3.914, -3.973], [-1.931, 3.106, -1.665], [-0.156, 2.402, 0.759], [-1.170, 2.364, 1.878], [-2.509, 2.117, 1.600], [-3.449, 2.120, 2.613], [-3.065, 2.385, 3.917], [-1.737, 2.653, 4.197], [-0.794, 2.644, 3.185], [0.239, 2.860, 3.410], [-1.431, 2.870, 5.210], [-3.800, 2.387, 4.708], [-4.485, 1.917, 2.384], [-2.819, 1.912, 0.584], [1.311, 2.212, 1.199], [2.172, 3.014, 0.899], [1.525, 1.082, 1.894], [0.744, 0.436, 1.967], [2.854, 0.528, 2.014], [3.529, 1.295, 2.400], [2.810, -0.308, 2.712], [3.365, 0.066, 0.627], [3.659, 0.951, 0.056], [4.472, -0.984, 0.742], [5.090, -0.964, -0.155], [5.106, -0.816, 1.609], [3.683, -2.298, 0.822], [3.600, -2.645, 1.852], [2.297, -1.935, 0.259], [2.034, -2.504, -0.635], [2.341, -0.567, -0.116], [1.510, -2.086, 1.010], [4.155, -3.085, 0.237], [-0.206, 3.385, 0.274], [-0.140, -0.957, -1.778], [-1.796, -0.301, -1.802], [-1.281, -4.382, -0.276], [-0.863, -5.685, -0.370], [-1.633, -6.414, 0.561], [-2.460, -5.506, 1.152], [-2.257, -4.279, 0.658], [-3.210, -5.611, 1.912], [-1.580, -7.464, 0.762], [-0.103, -6.054, -1.027]],
  "mulliken_charge": [-0.694, 0.254, -0.039, 0.373, -1.219, 0.563, -0.870, 1.024, -0.788, -0.493, -0.746, 0.212, -1.175, 0.484, 0.598, 0.506, -0.341, 0.468, 0.440, 0.915, 0.443, -0.351, -0.929, -0.486, -0.856, -0.330, 0.417, 0.414, 0.398, 0.414, 0.287, -0.356, -0.709, 0.212, 0.280, -1.415, 0.321, 0.501, 0.158, 0.639, -0.908, 0.309, 0.359, -0.547, 0.288, -0.367, 0.368, -0.352, 0.158, 0.322, 0.772, 0.601, 0.261, 0.487, -0.534, -0.428, -0.439, -0.324, 0.462, 0.446, 0.539],
  "smiles": "O=C(NCC(=O)N(c1ccc(F)cc1)[C@H](C(=O)NC[C@H]1CCCO1)c1ccccc1)c1ccco1",
  "orbital_gap_ev": 9.7,
  "energy_ev": -44810.2813,
  "e_homo_ev": -9.02,
  "e_lumo_ev": 0.64,
  "fmax_ev_per_a": 1.30,
  "de_lowest_kcal_mol": 2.24
}

***

{
  "formula": "C6H7N3OS",
  "method": "the ωB97M-V functional and the def2-TZVPD basis",
  "species": ["C", "C", "C", "C", "C", "C", "N", "N", "N", "O", "S", "H", "H", "H", "H", "H", "H", "H"],
  "positions_angstrom": [[2.572, -1.292, -0.943], [1.762, -0.261, -0.598], [2.574, -2.548, -0.172], [-1.369, 0.604, 0.474], [0.821, -1.459, 1.140], [-2.092, 1.936, 0.647], [-0.081, 0.664, 0.502], [1.595, -2.492, 0.844], [0.783, -0.354, 0.363], [3.340, -3.503, -0.279], [-2.229, -0.882, 0.397], [3.163, -1.070, -1.694], [1.785, 0.632, -1.174], [0.222, -1.577, 2.069], [-1.462, 2.731, 0.410], [-2.507, 1.947, 1.633], [-3.019, 1.841, -0.059], [1.500, -3.270, 1.415]],
  "mulliken_charge": [-0.606, -0.016, 0.270, 0.328, 0.266, -0.927, -1.495, 0.002, 0.785, -0.590, -0.407, 0.519, 0.415, 0.421, 0.334, 0.248, 0.258, 0.195],
  "orbital_gap_ev": 7.1,
  "energy_ev": -23686.1774,
  "e_homo_ev": -7.73,
  "e_lumo_ev": -0.67,
  "fmax_ev_per_a": 5.29,
  "de_lowest_kcal_mol": 49.74
}